(1)
The following is a quantum chemistry calculation of the molecule C4H8N2O, from OMol25.

```
15
Properties=species:S:1:pos:R:3:forces:R:3
C -1.116875 -1.123046 0.397472 0.15 -0.29 0.21
C -0.227535 -0.056528 -0.170559 0.22 0.51 -0.45
C 1.226804 -0.517715 -0.259947 -0.61 -0.39 0.26
N 2.127630 0.404007 0.168287 0.00 -0.39 -0.17
O 1.476283 -1.658903 -0.615139 0.26 0.63 -0.13
C -0.782939 0.896183 -1.183927 0.00 -0.05 -0.19
N -0.372068 1.370138 0.133628 -0.22 0.09 0.27
H -2.138135 -0.774784 0.570022 0.10 0.00 -0.09
H -1.109177 -1.969297 -0.294180 -0.17 0.09 0.10
H -0.688712 -1.494515 1.336017 -0.22 0.09 -0.04
H 1.768044 1.124386 0.777282 0.21 0.16 -0.36
H 3.093738 0.119447 0.200586 -0.09 0.04 0.17
H -0.217525 1.277688 -2.033925 0.11 -0.21 0.28
H -1.853418 0.808487 -1.387662 0.26 -0.04 0.13
H -1.170424 1.590952 0.718905 -0.02 -0.25 0.02
```
Positions in Å, forces in eV/Å.

Output
Maximum force   0.8 eV/A
SMILES   C[C@@]1(C(N)=O)CN1
Energy relative to the best compared isomer or geometry (same formula, charge and spin)   127.26 kJ/mol
Calculated total energy   -341.95517 Ha

***

(2)
The following is a quantum chemistry calculation of the molecule C4H9N at a distorted geometry, from OMol25.

```
14
Properties=species:S:1:pos:R:3:forces:R:3
C -0.634315 -1.372147 -0.183712 -1.92 -1.18 1.35
C -0.039160 -0.049490 -0.065663 2.37 1.02 1.15
C 0.108006 0.526568 1.413697 -0.65 0.97 0.37
C 0.058495 0.816361 -1.243901 -1.57 -0.12 -2.47
N 1.256068 0.112718 -0.855428 0.56 1.01 1.16
H -0.581941 -1.893383 -1.116625 0.32 0.20 -0.81
H -0.298461 -2.089072 0.575747 0.23 0.28 0.02
H -1.705987 -1.213488 0.040735 0.14 -0.36 -0.15
H 1.105271 0.026586 1.873866 -2.34 1.53 -0.93
H 0.156117 1.784282 1.264238 0.14 -3.64 0.92
H -0.837487 0.236606 2.183753 2.57 0.89 -2.34
H -0.307161 0.457116 -2.243432 -0.02 -0.17 1.11
H -0.160486 1.877529 -1.289963 0.75 0.32 0.92
H 1.881042 0.779816 -0.353312 -0.58 -0.76 -0.30
```
Positions in Å, forces in eV/Å.

Output
Maximum force   3.8 eV/A
SMILES   CC1(C)CN1
Energy relative to the best compared isomer or geometry (same formula, charge and spin)   210.88 kJ/mol
Calculated total energy   -212.47085 Ha

***

(3)
The following is a quantum chemistry calculation of the molecule C4H6F2 at a distorted geometry, from OMol25.

```
12
Properties=species:S:1:pos:R:3:forces:R:3
C -1.653204 0.589082 -0.123997 0.64 0.34 -0.54
C -0.958592 -0.500355 0.193185 -2.19 -0.04 2.17
C 0.371445 -0.732773 -0.399534 0.50 0.24 0.21
C 1.372220 0.214922 0.319549 -0.87 -0.54 -2.76
F 2.612854 -0.220184 -0.065969 -0.01 0.90 0.57
F 1.180498 1.548323 -0.067538 0.59 -1.39 0.24
H -1.245048 1.249714 -0.883033 -0.05 -0.06 -0.18
H -2.535266 0.997929 0.334776 -0.31 -0.51 0.36
H -1.365360 -1.093235 1.079984 0.85 0.45 -1.36
H 0.757919 -1.767485 -0.295311 -0.29 0.65 -0.10
H 0.262369 -0.455204 -1.450054 0.63 -0.12 -0.04
H 1.200166 0.169268 1.357943 0.50 0.08 1.43
```
Positions in Å, forces in eV/Å.

Output
Maximum force   3.1 eV/A
SMILES   C=CCC(F)F
Energy relative to the best compared isomer or geometry (same formula, charge and spin)   43.28 kJ/mol
Calculated total energy   -355.70820 Ha

***

(4)
The following is a quantum chemistry calculation of a structure of composition C29H41Cl5P2Pm at a distorted geometry, from OMol25.

```
78
Properties=species:S:1:pos:R:3:forces:R:3
Pm 0.988171 0.447600 2.770831 -1.22 -0.91 0.06
C -2.025084 -1.247961 3.187131 0.89 -0.49 0.00
C -1.677281 -2.389585 2.435023 0.36 0.59 0.20
C 0.183732 -1.758408 3.610429 0.09 0.34 -0.94
C -0.874112 -0.837627 3.927042 -0.04 -0.04 -0.49
C -0.304854 -2.653077 2.603412 -0.19 0.67 1.02
C -3.386692 -0.687446 3.309818 -0.61 0.22 -0.06
H -3.880407 -0.650573 2.330034 0.03 0.07 0.25
H -3.361374 0.325944 3.718588 -0.15 -0.06 -0.09
H -4.029058 -1.296181 3.970651 0.27 0.17 -0.20
C -0.788453 0.318554 4.868171 -0.61 -0.34 0.63
H -1.808118 0.622335 5.125524 0.23 0.06 0.10
H -0.345785 1.293173 4.507828 0.17 -0.11 0.07
H -0.257699 0.055057 5.791772 -0.07 0.34 -0.24
C 1.529541 -1.787792 4.252960 -0.02 -0.80 0.56
H 1.418736 -2.118809 5.299641 0.36 0.27 -0.24
H 2.114128 -0.833660 4.356909 -0.08 -0.01 0.03
H 2.184619 -2.500657 3.742493 -0.01 0.11 0.11
C 0.437387 -3.779079 1.999536 0.27 -0.53 -0.29
H 0.270381 -4.724111 2.543943 0.04 0.28 -0.14
H 1.515014 -3.588643 1.991211 -0.08 -0.14 -0.02
H 0.126425 -3.949520 0.961048 0.06 0.02 0.19
C -2.604938 -3.234542 1.644302 -0.28 -0.40 -0.43
H -2.643277 -4.267726 2.032565 0.03 0.36 -0.12
H -2.284137 -3.298758 0.591015 -0.22 -0.05 0.29
H -3.628331 -2.841359 1.674362 0.22 -0.11 -0.09
C -1.450784 1.542703 -0.120611 -0.26 -0.15 0.74
C -2.572179 0.807269 -0.007162 0.30 0.23 0.78
C -2.984545 -0.404365 -0.780923 -0.31 -0.32 -0.57
C -1.965321 -0.953316 -1.804645 -0.79 0.11 -0.41
C -0.735378 -1.513602 -1.179792 0.72 0.08 0.60
C 0.405833 -0.844679 -0.969406 -0.08 -0.48 0.30
C 0.685108 0.575398 -1.333680 -0.19 1.03 -0.18
C -0.506349 1.590756 -1.269317 0.52 -0.06 -0.51
H -3.941434 -0.199646 -1.299140 0.32 -0.04 0.14
H -1.733881 -0.177934 -2.547203 0.04 -0.49 0.39
H -3.226582 -1.217334 -0.071227 0.08 0.43 -0.05
H -1.091755 1.500457 -2.209917 0.58 0.07 1.06
H -1.231291 2.270224 0.672127 -0.49 0.13 -0.18
H -3.287236 1.088664 0.784369 0.55 -0.24 -0.14
H -0.060694 2.602127 -1.317044 -0.16 -0.32 0.09
H 1.499171 0.971147 -0.700645 -0.10 -0.17 -0.01
H 1.259570 -1.359161 -0.498395 -0.43 -0.08 -0.25
H 1.111337 0.625330 -2.359167 -0.22 -0.08 0.47
H -2.456367 -1.754839 -2.380082 0.05 0.16 0.24
H -0.801197 -2.548250 -0.823550 0.12 0.32 -0.17
P -0.699952 1.077643 -4.250313 0.52 -0.31 -0.33
C -0.876371 2.884883 -4.450513 -0.20 0.03 -0.33
C -1.992288 0.421905 -5.353700 0.07 0.22 -0.43
P 1.671340 -0.861030 -4.784963 -0.15 0.68 -0.74
C 0.890849 0.809578 -5.130888 -0.22 -0.07 -0.31
C 0.922111 -1.785423 -6.199944 0.02 -0.20 0.28
C 3.257563 -0.446244 -5.630887 0.07 -0.24 0.15
H -0.007619 3.391651 -4.008470 -0.25 -0.12 -0.12
H -1.785862 3.219505 -3.933126 0.21 0.04 -0.20
H -0.940688 3.114175 -5.522719 0.00 0.27 0.27
H -1.961164 0.962094 -6.307352 -0.24 -0.27 -0.03
H -2.962517 0.578479 -4.865214 0.15 -0.03 -0.19
H -1.857659 -0.654503 -5.519496 -0.05 0.31 0.05
H 3.072989 -0.153485 -6.672827 0.14 -0.03 0.24
H 3.910546 -1.324666 -5.599168 0.03 0.21 -0.10
H 3.736925 0.376490 -5.091775 0.07 -0.14 -0.12
H 1.605325 1.581661 -4.782928 -0.38 -0.29 -0.15
H 0.709660 0.941593 -6.213469 0.41 0.03 0.22
H 1.411378 -2.763612 -6.240540 -0.14 0.06 -0.12
H 1.091537 -1.256106 -7.144708 -0.10 -0.10 0.15
H -0.149156 -1.944652 -6.040701 0.20 -0.03 -0.08
Cl 2.258973 0.801934 6.623653 0.27 0.25 0.00
C 2.817691 1.992074 5.487059 0.41 0.85 -0.74
C 2.381666 1.916792 4.164669 -0.64 -0.72 -0.66
C 2.761653 2.867994 3.232905 0.49 -0.01 1.64
Cl 2.111714 2.676266 1.561100 0.43 0.70 -0.03
C 3.606333 3.930012 3.577415 -0.11 -0.34 0.34
Cl 4.003176 5.115176 2.418232 0.19 0.22 -0.06
C 4.098314 3.985990 4.909622 -0.73 -0.79 -0.25
Cl 5.173659 5.219313 5.365471 0.11 0.22 -0.02
C 3.695541 3.021986 5.877135 -0.31 -0.22 -0.58
Cl 4.259794 3.084393 7.495595 0.04 0.17 -0.23
```
Positions in Å, forces in eV/Å.

Output
Maximum force   1.7 eV/A
Charge   +1
<S²>   6.008
Multiplicity   5
Energy relative to the best compared isomer or geometry (same formula, charge and spin)   0.00 kJ/mol
Calculated total energy   -4721.31976 Ha

***

(5)
The following is a quantum chemistry calculation of the ion C5H6N with charge +1 at a distorted geometry, from OMol25.

```
12
Properties=species:S:1:pos:R:3:forces:R:3
C 0.377824 -1.193346 -0.078395 0.20 -0.20 -0.47
C -0.968201 0.726171 -0.146405 -2.30 -0.38 -2.87
C -0.931270 -0.779256 -0.201828 0.01 0.66 -0.66
C 0.468946 1.060156 0.058279 0.25 -2.24 1.64
C 1.252185 -0.114100 0.644736 -3.97 1.04 -2.47
N 1.369427 0.180755 -0.683563 -0.60 -1.51 -1.13
H 0.625752 -2.239124 -0.294157 0.74 0.69 0.26
H -1.450997 1.209739 -1.137289 1.39 -1.27 1.62
H -1.801667 0.958062 0.490523 0.12 0.72 1.23
H -1.807279 -1.520286 -0.325011 1.42 1.50 0.26
H 0.934988 1.957102 0.311147 0.09 1.81 -0.13
H 1.930288 -0.245877 1.361966 2.64 -0.82 2.72
```
Positions in Å, forces in eV/Å.

Output
Maximum force   4.8 eV/A
Charge   +1
Energy relative to the best compared isomer or geometry (same formula, charge and spin)   469.87 kJ/mol
Calculated total energy   -248.43673 Ha

***

(6)
The following is a quantum chemistry calculation of the molecule C5H6F2 at a distorted geometry, from OMol25.

```
13
Properties=species:S:1:pos:R:3:forces:R:3
C 2.281393 -0.679416 0.306156 -0.18 -0.01 -0.99
C 0.910483 -0.122686 -0.059126 0.40 0.99 0.26
C -0.105500 -1.072936 -0.498149 -0.95 -0.66 0.08
C -1.405225 -1.053442 -0.170374 0.93 -0.17 -0.55
F -1.953633 -0.140646 0.626192 -0.07 0.19 0.18
C 0.696705 1.202595 0.017932 0.46 -1.50 0.02
F -0.452994 1.774498 -0.336336 -0.13 0.24 -0.09
H 3.005064 0.114879 0.548063 -0.37 -0.33 0.16
H 2.173142 -1.411980 1.111376 0.25 0.19 -0.02
H 2.688511 -1.207922 -0.588901 -0.22 0.21 0.64
H 0.196363 -1.961854 -1.078416 -0.07 0.64 0.23
H -2.127943 -1.765082 -0.540767 -0.04 -0.11 0.06
H 1.457371 1.882594 0.361304 -0.02 0.33 0.01
```
Positions in Å, forces in eV/Å.

Output
Maximum force   1.6 eV/A
SMILES   CC(/C=C\F)=C/F
Energy relative to the best compared isomer or geometry (same formula, charge and spin)   8.08 kJ/mol
Calculated total energy   -393.79869 Ha

***

(7)
The following is a quantum chemistry calculation of the molecule C4H9FO at a distorted geometry, from OMol25.

```
15
Properties=species:S:1:pos:R:3:forces:R:3
C -0.638429 0.762260 1.833902 -1.26 0.71 1.64
C -0.722124 0.467951 0.399964 1.38 -2.27 -0.30
C 0.553330 -0.149918 -0.179360 0.42 1.14 -0.09
F 0.800710 -1.373578 0.428213 -0.09 -0.39 0.18
C 0.444475 -0.358047 -1.677817 -2.21 -1.84 0.27
O 1.273215 -1.412739 -2.241266 -0.66 1.07 1.66
H -0.026786 1.619748 2.028259 0.77 0.38 0.22
H -0.287730 -0.103909 2.402623 -0.14 0.26 0.05
H -1.649351 1.099018 2.197891 0.83 -0.65 -0.12
H -1.444018 -0.298318 0.263278 -1.03 -0.72 -0.30
H -1.017460 1.283810 -0.166194 -0.47 1.73 -1.22
H 1.387602 0.493663 0.051280 0.64 0.11 0.28
H -0.680859 -0.629799 -1.704522 1.52 0.07 -1.01
H 0.580400 0.580059 -2.180590 0.25 0.29 -0.45
H 1.427025 -1.980202 -1.455660 0.04 0.12 -0.80
```
Positions in Å, forces in eV/Å.

Output
Maximum force   2.9 eV/A
SMILES   CC[C@@H](F)CO
Energy relative to the best compared isomer or geometry (same formula, charge and spin)   33.05 kJ/mol
Calculated total energy   -332.88696 Ha

***

(8)
The following is a quantum chemistry calculation of the molecule C3H4ClN3 at a distorted geometry, from OMol25.

```
11
Properties=species:S:1:pos:R:3:forces:R:3
C 0.802125 0.178452 0.488071 0.16 -0.54 2.35
N -0.292773 -0.244525 -0.399081 0.21 0.90 -1.17
N -1.066624 -1.111507 -0.081810 -0.72 -0.67 -0.87
C -2.056547 -1.496233 -1.431091 2.39 -0.36 2.19
Cl -3.645208 -1.848675 -0.736093 0.42 0.48 -0.66
C -1.405982 -2.767761 -1.872652 -1.16 1.49 0.33
N -0.974054 -3.802258 -2.095862 0.39 -0.41 -0.22
H 1.641356 0.526371 -0.141890 -0.53 -0.42 0.26
H 1.120523 -0.712317 1.178086 -0.49 1.69 -1.20
H 0.522560 1.080312 1.163224 0.07 -1.58 -1.22
H -1.890503 -0.635839 -2.104243 -0.75 -0.58 0.22
```
Positions in Å, forces in eV/Å.

Output
Maximum force   3.3 eV/A
SMILES   C/N=N/[C@H](Cl)C#N
Energy relative to the best compared isomer or geometry (same formula, charge and spin)   284.31 kJ/mol
Calculated total energy   -741.07255 Ha

***

What did the fifth record say?
The following is a quantum chemistry calculation of the ion C5H6N with charge +1 at a distorted geometry, from OMol25.

```
12
Properties=species:S:1:pos:R:3:forces:R:3
C 0.377824 -1.193346 -0.078395 0.20 -0.20 -0.47
C -0.968201 0.726171 -0.146405 -2.30 -0.38 -2.87
C -0.931270 -0.779256 -0.201828 0.01 0.66 -0.66
C 0.468946 1.060156 0.058279 0.25 -2.24 1.64
C 1.252185 -0.114100 0.644736 -3.97 1.04 -2.47
N 1.369427 0.180755 -0.683563 -0.60 -1.51 -1.13
H 0.625752 -2.239124 -0.294157 0.74 0.69 0.26
H -1.450997 1.209739 -1.137289 1.39 -1.27 1.62
H -1.801667 0.958062 0.490523 0.12 0.72 1.23
H -1.807279 -1.520286 -0.325011 1.42 1.50 0.26
H 0.934988 1.957102 0.311147 0.09 1.81 -0.13
H 1.930288 -0.245877 1.361966 2.64 -0.82 2.72
```
Positions in Å, forces in eV/Å.

Output
Maximum force   4.8 eV/A
Charge   +1
Energy relative to the best compared isomer or geometry (same formula, charge and spin)   469.87 kJ/mol
Calculated total energy   -248.43673 Ha

***

maximum force of number 5 (C5H6N)? 4.8 eV/A

***

The lowest maximum force belongs to which entry? C4H8N2O

***

maximum force of number 5 (C5H6N)? 4.8 eV/A